# C11H14ClNO

One molecule with the formula C11H14ClNO at a distorted geometry (ωB97M-V/def2-TZVPD, OMol25).

Bonds (Å) are listed after each position.
Positions of all 28 atoms, in Å:
1 N -2.03 -1.67 -1.43  C2 1.497, H15 1.117, H16 1.089
2 C -1.93 -0.56 -0.44  N1 1.497, C3 1.575, C13 1.552, H17 1.094
3 C -1.38 0.74 -1.15  C2 1.575, C4 1.485, H18 1.086, H19 1.103
4 C -1.18 1.97 -0.35  C3 1.485, C5 1.531, H20 1.143, H21 1.052
5 C 0.16 2.03 0.40  C4 1.531, C6 1.486, H22 1.135, H23 1.122
6 C 0.94 0.77 0.34  C5 1.486, C7 1.397, C12 1.534
7 C 2.32 0.85 0.18  C6 1.397, C8 1.440, H24 1.097
8 C 3.14 -0.32 0.03  C7 1.440, Cl9 1.720, C10 1.377
9 Cl 4.78 0.07 -0.33  C8 1.720
10 C 2.61 -1.59 0.13  C8 1.377, C11 1.385, H25 1.071
11 C 1.27 -1.71 0.47  C10 1.385, C12 1.380, H26 1.051
12 C 0.38 -0.66 0.42  C6 1.534, C11 1.380, C13 1.520
13 C -1.07 -0.91 0.80  C2 1.552, C12 1.520, O14 1.419, H27 1.133
14 O -1.48 -0.17 1.94  C13 1.419, H28 0.928
15 H -2.74 -2.46 -1.07  N1 1.117
16 H -1.02 -2.07 -1.50  N1 1.089
17 H -2.92 -0.17 -0.18  C2 1.094
18 H -0.50 0.53 -1.76  C3 1.086
19 H -2.03 1.04 -1.99  C3 1.103
20 H -1.28 2.85 -1.07  C4 1.143
21 H -1.92 2.12 0.39  C4 1.052
22 H -0.06 2.19 1.50  C5 1.135
23 H 0.82 2.84 -0.01  C5 1.122
24 H 2.84 1.81 0.17  C7 1.097
25 H 3.29 -2.42 0.13  C10 1.071
26 H 1.03 -2.70 0.75  C11 1.051
27 H -1.22 -2.01 1.04  C13 1.133
28 H -0.84 -0.37 2.59  O14 0.928

## Properties
HOMO   -8.9 eV
HOMO-LUMO gap   9.5492 eV
SMILES string   N[C@@H]1CCCc2cc(Cl)ccc2[C@H]1O
Energy above the lowest of the compared OMol25 structures with the same formula, charge and spin   183.3 kJ/mol
Spin multiplicity   1
Strongest force on any atom   3.6 eV/Å